Record 1
C14H17I2N2O3 | ωB97M-V with the def2-TZVPD basis set

The total charge is +1. The value obtained for the LUMO energy is -5.31 eV. The HOMO-LUMO gap is 7.0 eV. As for the SMILES: CCCCc1c([C@@H](I)[C@H](C)I)c(C(=O)O)cc[n+]1OC#N.

Last column: Mulliken charge in e.
Atoms and positions in Å:
I (-3.878, 2.643, -1.368)  0.1292
I (0.214, 2.735, 0.883)  0.2052
O (-4.675, -0.401, 1.409)  -0.3812
O (0.885, -3.028, -0.447)  -0.2675
O (-3.423, 0.952, 2.734)  -0.4466
N (-0.113, -2.241, 0.073)  0.3947
N (0.450, -3.600, -2.861)  -0.2960
C (-2.313, -0.771, 1.167)  0.5334
C (-1.273, -0.016, 0.402)  0.5048
C (-1.434, 1.523, 0.183)  -1.2359
C (-0.147, -0.856, -0.137)  0.8162
C (-3.587, -0.080, 1.780)  0.0139
C (0.525, -3.458, -1.723)  0.4624
C (-2.235, -2.256, 1.377)  -0.8337
C (-0.947, 2.843, -2.112)  -1.3273
C (2.477, -0.502, -0.358)  -0.5133
C (4.537, 0.382, 1.023)  -1.2037
C (-1.095, -2.931, 0.793)  -0.3547
C (3.059, 0.690, 0.494)  -0.2038
C (-1.847, 1.785, -1.369)  -0.3931
C (1.033, -0.259, -0.982)  -0.3291
H (4.664, -0.705, 1.289)  0.3179
H (-1.948, 0.805, -1.908)  0.5272
H (3.030, 1.681, -0.052)  0.2593
H (1.014, -0.835, -1.962)  0.4512
H (-3.029, -2.816, 1.939)  0.4732
H (0.889, 0.815, -1.257)  -0.4378
H (4.688, 0.956, 1.987)  0.3318
H (2.427, 0.749, 1.434)  0.1833
H (-1.353, 2.929, -3.167)  0.4421
H (3.186, -0.675, -1.223)  0.3688
H (-1.029, -4.048, 0.912)  0.4136
H (-1.065, 3.876, -1.669)  0.4132
H (-3.354, 0.457, 3.582)  0.3613
H (2.547, -1.426, 0.287)  0.3517
H (-2.334, 1.859, 0.775)  0.6254
H (5.319, 0.654, 0.265)  0.3174
H (0.138, 2.569, -2.193)  0.3266


Record 2
C4H5Cl3O | ωB97M-V with the def2-TZVPD basis set

The value obtained for the LUMO energy (spin up / spin down) is -0.01 / -1.57 eV. The HOMO-LUMO gap (spin up / spin down) is 9.1 / 6.3 eV. As for the energy above the lowest of the compared OMol25 structures with the same formula, charge and spin: 96.7 kcal per mole.

Last column: Mulliken charge in e.
Atoms and positions in Å:
Cl (-2.289, -1.186, -0.476)  -0.0484
Cl (1.723, 2.312, 0.146)  -0.1222
Cl (-3.185, 1.258, 0.586)  -0.1266
O (-0.004, -0.821, -1.371)  -0.5909
C (0.793, -0.097, -0.693)  0.7203
C (0.767, 1.300, -0.732)  -0.3419
C (-2.793, -0.348, 0.903)  -0.1733
C (1.864, -0.697, 0.142)  -1.2011
H (-0.012, 1.762, -1.234)  0.4814
H (1.417, -0.654, 1.026)  0.3571
H (-3.039, -0.816, 1.881)  0.3646
H (1.869, -1.736, -0.307)  0.3070
H (2.889, -0.275, 0.130)  0.3741


Record 3
C30H31BrCoFN3O5 | ωB97M-V with the def2-TZVPD basis set

As for the expectation value of S²: 3.757. The value obtained for the LUMO energy (spin up / spin down) is -2.14 / -2.14 eV. The HOMO-LUMO gap (spin up / spin down) is 5.0 / 4.9 eV. Its multiplicity is 4. As for the energy above the lowest of the compared OMol25 structures with the same formula, charge and spin: 0.0 kcal per mole.

Last column: Löwdin spin population.
Atoms and positions in Å:
Br (9.012, 19.457, 14.100)  0.0004
Co (11.378, 18.762, 9.503)  2.7504
F (7.208, 13.995, 7.423)  0.0000
O (14.894, 17.039, 7.710)  0.0041
O (10.597, 18.495, 11.313)  0.0514
O (10.787, 16.972, 8.617)  0.0320
O (9.436, 16.521, 11.348)  0.0127
O (13.303, 18.137, 8.849)  0.0414
N (8.339, 11.791, 6.147)  0.0000
N (6.322, 9.831, 5.567)  0.0000
N (12.678, 13.654, 7.244)  0.0013
C (7.889, 19.427, 12.534)  -0.0003
C (6.191, 19.372, 10.411)  0.0002
C (9.309, 14.909, 7.904)  0.0000
C (8.963, 23.600, 9.105)  0.0011
C (9.126, 12.834, 6.712)  -0.0001
C (6.825, 10.868, 4.536)  0.0000
C (9.551, 17.757, 11.377)  0.0099
C (10.266, 21.600, 8.532)  0.0325
C (8.135, 10.654, 7.103)  0.0000
C (10.777, 20.551, 8.870)  0.0443
C (10.694, 14.829, 7.755)  0.0017
C (7.328, 18.615, 10.371)  0.0004
C (14.829, 12.259, 7.642)  0.0000
C (12.820, 16.035, 7.806)  -0.0002
C (9.751, 22.858, 8.040)  0.0034
C (13.737, 17.155, 8.135)  0.0044
C (7.212, 12.083, 5.332)  0.0000
C (8.527, 13.974, 7.310)  0.0000
C (6.827, 20.327, 12.513)  0.0000
C (11.404, 16.052, 8.129)  0.0034
C (10.970, 23.699, 7.617)  0.0012
C (13.366, 14.850, 7.447)  0.0016
C (13.620, 11.500, 8.171)  0.0001
C (8.233, 18.605, 11.494)  0.0007
C (13.459, 12.458, 7.046)  0.0001
C (10.477, 12.664, 6.713)  0.0002
C (6.777, 10.050, 6.976)  0.0000
C (8.830, 22.596, 6.803)  0.0008
C (11.278, 13.699, 7.246)  0.0003
C (5.980, 20.291, 11.443)  -0.0002
H (15.245, 13.028, 8.279)  0.0000
H (11.641, 23.802, 8.509)  0.0000
H (6.720, 9.092, 7.485)  0.0000
H (15.620, 11.798, 7.008)  0.0000
H (6.719, 8.937, 5.203)  0.0000
H (7.558, 12.913, 4.696)  0.0000
H (5.160, 20.998, 11.402)  0.0000
H (8.680, 23.581, 6.241)  0.0001
H (9.606, 24.192, 9.727)  0.0000
H (8.903, 15.717, 8.419)  0.0000
H (5.355, 9.865, 5.466)  0.0000
H (13.278, 11.921, 6.136)  0.0000
H (7.572, 18.028, 9.497)  0.0001
H (6.610, 21.111, 13.262)  0.0000
H (6.336, 12.427, 5.831)  0.0000
H (10.699, 24.628, 7.142)  0.0002
H (7.906, 22.177, 7.109)  0.0000
H (8.927, 9.933, 6.894)  0.0000
H (6.033, 10.661, 7.415)  0.0000
H (6.032, 11.138, 3.827)  0.0000
H (13.518, 10.446, 7.994)  0.0000
H (7.728, 10.455, 4.097)  0.0000
H (11.582, 23.081, 6.991)  0.0001
H (10.953, 11.775, 6.280)  0.0000
H (5.524, 19.265, 9.560)  0.0000
H (13.331, 11.906, 9.119)  0.0000
H (9.306, 21.985, 6.036)  0.0000
H (8.330, 10.999, 8.102)  0.0000
H (14.425, 14.720, 7.332)  0.0002
H (8.417, 22.958, 9.795)  0.0001
H (8.197, 24.278, 8.635)  0.0002


Record 4
C53H50Cl2CsN6O2PS2 | ωB97M-V with the def2-TZVPD basis set

The total charge is -2. The value obtained for the LUMO energy (spin up / spin down) is 3.42 / 3.58 eV. The HOMO-LUMO gap (spin up / spin down) is 4.8 / 5.0 eV. As for the energy above the lowest of the compared OMol25 structures with the same formula, charge and spin: 210.2 kcal per mole.

Last column: Mulliken charge in e.
Atoms and positions in Å:
Cs (0.389, -2.244, -1.716)  1.8761
Cl (-0.416, -0.007, -8.827)  -0.2388
Cl (1.021, -1.905, -7.118)  -0.1286
S (-1.253, -5.221, -1.318)  -0.3502
S (1.853, -0.492, 0.318)  -0.5800
P (0.180, -1.282, 4.943)  -0.1795
O (1.560, -1.085, -3.537)  -0.2878
O (-0.913, 1.175, 1.505)  0.2182
N (0.612, 0.667, -1.900)  1.1661
N (-2.476, -2.173, 3.801)  -0.2237
N (-1.496, -0.163, -2.663)  2.1735
N (-3.176, -2.795, -2.622)  0.5247
N (1.466, 1.685, -2.525)  -0.1278
N (-0.147, -4.179, 1.139)  -0.3459
C (-3.938, -1.375, 7.076)  -0.5546
C (4.729, 2.788, -5.950)  -0.7718
C (-2.269, 1.300, 1.887)  -0.6887
C (2.234, 1.214, -3.642)  -0.1794
C (0.705, 2.169, 0.115)  -1.1339
C (-3.629, -1.465, -2.953)  -1.9457
C (-0.370, 2.650, 3.974)  -1.5771
C (-3.711, -3.257, -1.357)  -0.9973
C (-0.394, -5.011, -3.797)  -0.3470
C (-1.608, -0.833, 7.123)  0.0692
C (-0.213, 4.840, 0.814)  -1.5964
C (1.284, 0.902, -0.590)  0.5223
C (2.708, -0.836, 8.208)  -0.6623
C (-1.370, 1.847, -1.284)  -1.2143
C (1.626, 0.732, 3.804)  -0.8525
C (-0.793, 0.832, -1.929)  -1.0590
C (-2.883, -0.306, -2.273)  -0.4734
C (-0.485, 1.510, 4.695)  -0.5035
C (1.256, -1.543, 6.419)  0.0093
C (-0.481, 2.841, -0.633)  -0.9901
C (0.065, -0.433, -7.170)  0.5918
C (4.079, 0.429, -5.623)  -1.1373
C (3.021, 2.184, -4.294)  0.4412
C (-1.294, -3.815, -5.639)  -0.6020
C (3.284, -0.491, -5.017)  -0.7568
C (1.991, 2.930, -0.220)  0.5393
C (-1.271, 0.030, -4.084)  0.0605
C (2.300, -0.164, -4.009)  -0.4163
C (3.687, 4.504, -4.641)  -0.7861
C (-1.450, -1.257, 5.807)  0.2505
C (1.951, -0.538, 7.083)  -0.0277
C (4.608, 4.118, -5.635)  -0.5637
C (-0.131, 2.330, 1.429)  0.5643
C (-2.237, -3.489, -3.392)  0.6314
C (1.910, 4.398, -0.430)  -1.4362
C (0.580, 2.747, 2.823)  0.7880
C (1.371, -2.858, 6.873)  -0.4429
C (1.756, 1.869, 3.075)  -1.3593
C (0.963, 5.209, 0.159)  -0.5569
C (-3.808, -1.812, 5.772)  -0.6198
C (2.125, -3.155, 7.996)  -0.5533
C (2.288, 1.836, -1.298)  -1.0473
C (3.952, 1.804, -5.310)  0.9159
C (-1.325, -4.468, -2.902)  -0.3569
C (0.453, 0.456, 4.547)  0.9796
C (-2.569, -1.773, 5.114)  0.3417
C (-2.837, -0.884, 7.764)  -0.7534
C (2.927, 3.572, -3.988)  -0.5763
C (-1.031, -3.805, 0.397)  -0.2106
C (2.787, -2.140, 8.676)  -0.4164
C (-0.878, 3.518, 0.699)  0.5680
C (-2.201, -3.234, -4.773)  -0.7710
C (-0.355, -4.703, -5.143)  -0.9135
H (2.741, 4.854, -0.959)  0.5329
H (-3.619, -1.288, -4.027)  0.2725
H (-3.467, 0.603, -2.515)  0.3017
H (2.201, -4.179, 8.344)  0.3621
H (-0.211, 0.221, -4.231)  -0.3934
H (-1.024, 3.496, 4.163)  0.3509
H (2.692, 2.103, 2.592)  0.2236
H (5.439, 2.468, -6.707)  0.3620
H (-0.839, -0.588, -6.597)  -0.2557
H (-2.895, -0.446, -1.190)  0.2776
H (-3.283, -4.215, -1.090)  0.3790
H (3.336, 1.587, -1.449)  0.5553
H (-1.943, 3.588, 0.936)  0.7520
H (-4.906, -1.418, 7.561)  0.3498
H (0.863, 3.784, 2.613)  1.0730
H (4.821, 0.125, -6.355)  0.2800
H (3.373, -2.366, 9.559)  0.3530
H (1.156, 6.279, 0.110)  0.3619
H (-4.668, -2.203, 5.239)  0.3491
H (-3.138, -2.866, 3.494)  0.2486
H (2.225, 3.882, -3.224)  0.5088
H (-1.851, 0.885, -4.477)  0.1257
H (3.237, -0.047, 8.731)  0.3803
H (-3.492, -2.550, -0.552)  0.2133
H (-0.161, 3.572, -1.380)  0.9261
H (0.297, -5.737, -3.390)  0.3403
H (-2.441, 2.013, -1.274)  0.4705
H (5.208, 4.865, -6.142)  0.3567
H (0.540, -4.920, 1.126)  0.2195
H (-1.339, -3.580, -6.695)  0.5629
H (-4.675, -1.384, -2.633)  0.5495
H (0.661, 0.380, -6.766)  0.0156
H (2.447, 0.028, 3.856)  0.5528
H (-2.428, 2.063, 2.650)  0.4593
H (-0.745, -0.460, 7.661)  0.3871
H (-0.769, 5.624, 1.314)  0.3452
H (-1.520, -0.879, -4.628)  -0.2872
H (-2.564, 0.331, 2.285)  0.0120
H (0.375, -5.169, -5.794)  0.3723
H (1.887, 0.480, 6.715)  0.2845
H (-4.804, -3.368, -1.439)  0.2647
H (3.377, -1.548, -5.237)  0.4721
H (2.746, 2.724, 0.548)  0.4817
H (-2.929, -0.560, 8.794)  0.3880
H (-1.543, -2.354, 3.442)  0.0670
H (3.584, 5.556, -4.394)  0.3876
H (-2.953, -2.591, -5.210)  0.5228
H (-2.900, 1.536, 1.020)  0.2142
H (-1.268, 1.415, 5.441)  0.3970
H (0.853, -3.641, 6.330)  0.3553


What is the formula in the second record?
C4H5Cl3O